Entry from OMol25: C30H58ClNP2ReSi2 as an isolated structure (the ωB97M-V functional and the def2-TZVPD basis).

Output
Frontier orbital gap (spin up / spin down) in eV: 6.2 / 4.9
Spin multiplicity: 4
DFT total energy in Eh: -3032.6818
Expectation value of S²: 3.774

XYZ file:
```
95
C30H58ClNP2ReSi2, DFT the ωB97M-V functional and the def2-TZVPD basis
Re -0.11 -0.05 -0.94
C 1.76 -0.14 -1.87
C 0.98 -1.36 -2.16
C -0.31 -0.89 -2.83
Si 1.44 -3.08 -1.79
C -0.28 0.48 -2.94
C 1.00 1.02 -2.36
Si 1.56 2.75 -2.20
H 2.64 -0.09 -1.20
H -1.11 -1.54 -3.18
H -1.08 1.07 -3.42
Cl -1.90 -0.01 0.45
C 3.41 2.63 -2.11
C 0.97 3.76 -3.65
C 3.30 -3.05 -1.75
C 0.80 -4.29 -3.06
H 1.60 3.49 -4.50
H 1.10 4.83 -3.45
H -0.07 3.58 -3.93
H 3.74 2.07 -1.23
H 3.82 3.64 -2.08
H 3.77 2.11 -3.02
H 1.42 -4.16 -3.96
H -0.25 -4.16 -3.35
H 0.94 -5.32 -2.70
H 3.66 -2.74 -2.73
H 3.65 -4.07 -1.52
H 3.66 -2.35 -0.98
C 0.94 3.43 -0.55
C 0.85 -3.50 -0.04
P -0.74 2.81 -0.31
H 0.97 4.52 -0.54
H 1.57 3.03 0.27
P -0.80 -2.81 0.15
H 1.50 -3.01 0.70
H 0.85 -4.58 0.12
C -1.23 -3.17 1.91
C -1.95 -3.87 -0.89
C -1.87 3.68 -1.52
C -1.16 3.39 1.39
C -0.56 2.44 2.43
H -2.26 3.37 1.45
C -0.66 4.81 1.69
H 0.44 4.82 1.73
H -1.03 5.12 2.68
H -0.98 5.57 0.96
H -1.09 1.48 2.51
H -0.56 2.90 3.42
H 0.49 2.20 2.20
H -1.61 3.24 -2.50
C -1.64 5.19 -1.55
C -3.34 3.35 -1.21
H -0.58 5.48 -1.62
H -2.07 5.66 -0.65
H -2.15 5.62 -2.43
H -3.64 2.43 -1.73
H -4.00 4.16 -1.55
H -3.51 3.21 -0.13
H -1.68 -3.61 -1.93
C -3.42 -3.49 -0.65
C -1.74 -5.37 -0.64
H -0.70 -5.70 -0.76
H -2.35 -5.92 -1.38
H -2.10 -5.64 0.36
H -3.74 -2.74 -1.38
H -3.59 -3.10 0.37
H -4.06 -4.38 -0.79
C -0.83 -1.98 2.80
C -0.60 -4.46 2.44
H -2.32 -3.29 1.93
H 0.50 -4.37 2.49
H -0.83 -5.35 1.85
H -0.96 -4.65 3.46
H 0.10 -1.48 2.49
H -0.66 -2.31 3.83
H -1.61 -1.21 2.84
C -3.43 -0.27 -2.41
H -3.22 -0.44 -3.50
H -3.81 -1.10 -1.80
H -3.72 0.75 -2.07
C 3.33 -0.21 1.36
C 2.86 0.16 2.69
C 3.66 0.81 3.69
C 2.83 0.97 4.81
C 1.55 0.42 4.45
C 0.36 0.34 5.32
N 1.59 -0.04 3.17
H 4.31 -0.70 1.42
H 3.44 0.69 0.73
H 2.61 -0.90 0.91
H 4.69 1.11 3.55
H 3.06 1.40 5.78
H 0.43 -0.52 6.00
H 0.32 1.25 5.93
H -0.58 0.26 4.75
```

Entry from OMol25: a 11-piece molecular cluster, C43H92F18N5O24S6 overall (the ωB97M-V functional and the def2-TZVPD basis).

Output
Frontier orbital gap in eV: 5.3
Spin multiplicity: 1
Net charge: -1
DFT total energy in Eh: -7959.6794

XYZ file:
```
188
C43H92F18N5O24S6, DFT the ωB97M-V functional and the def2-TZVPD basis
C 1.60 -6.33 -7.25
C 2.29 -6.40 -5.88
C 1.39 -6.29 -4.64
C 2.25 -6.10 -3.39
N 1.47 -5.83 -2.11
C 0.42 -6.89 -1.71
C 1.08 -7.53 -0.47
C 1.70 -6.31 0.23
C 2.48 -5.71 -0.95
C 0.74 -4.47 -2.24
H 2.30 -6.33 -8.08
H 1.18 -5.32 -7.34
H 0.78 -7.04 -7.39
H 3.09 -5.66 -5.92
H 2.85 -7.35 -5.86
H 0.73 -7.16 -4.60
H 0.70 -5.45 -4.74
H 2.92 -5.24 -3.41
H 2.81 -7.02 -3.27
H -0.48 -6.39 -1.36
H 0.23 -7.66 -2.45
H 0.41 -8.07 0.20
H 1.82 -8.24 -0.83
H 1.05 -5.55 0.65
H 2.27 -6.58 1.12
H 2.69 -4.65 -0.78
H 3.27 -6.42 -1.19
H 1.52 -3.82 -2.63
H 0.39 -4.19 -1.25
H -0.15 -4.62 -2.85
C 4.38 9.72 -4.01
O 4.27 8.91 -2.87
C 3.05 8.25 -2.80
C 2.70 7.92 -1.32
N 1.38 7.26 -1.10
H 0.62 7.88 -1.33
H 1.32 6.48 -1.74
C 1.26 6.73 0.35
C 0.04 5.83 0.43
O -1.12 6.61 0.04
C -1.65 7.53 1.00
H 3.63 10.51 -4.09
H 4.31 9.06 -4.87
H 5.41 10.07 -4.12
H 3.05 7.31 -3.36
H 2.25 8.83 -3.26
H 2.48 8.89 -0.87
H 3.51 7.32 -0.92
H 1.15 7.57 1.03
H 2.15 6.14 0.55
H -0.11 5.55 1.47
H 0.18 5.02 -0.28
H -2.62 7.89 0.67
H -0.97 8.39 1.10
H -1.71 7.04 1.97
C 3.27 -1.16 -1.60
O 2.42 -0.45 -0.70
C 1.12 -0.97 -0.58
C 0.03 0.14 -0.75
N 0.33 1.09 -1.89
H 1.21 1.56 -1.69
H 0.42 0.53 -2.74
C -0.58 2.28 -2.08
C -2.06 2.02 -1.86
O -2.21 1.67 -0.52
C -3.53 1.35 -0.09
H 2.84 -1.06 -2.60
H 3.45 -2.23 -1.49
H 4.23 -0.64 -1.57
H 1.06 -1.37 0.44
H 0.93 -1.76 -1.32
H 0.00 0.78 0.13
H -0.96 -0.26 -0.99
H -0.27 2.70 -3.03
H -0.18 2.94 -1.31
H -2.44 1.26 -2.55
H -2.57 2.99 -1.99
H -3.30 0.99 0.91
H -3.99 0.54 -0.64
H -4.16 2.24 0.01
C 4.05 -6.79 3.01
C 3.35 -6.05 4.14
N 4.09 -4.78 4.57
C 3.42 -4.26 5.81
C 5.52 -5.22 4.96
C 5.66 -6.28 6.08
C 4.25 -3.68 3.50
C 2.99 -3.50 2.64
O 1.83 -3.10 3.43
C 0.86 -2.36 2.72
H 3.36 -7.56 2.65
H 4.83 -7.39 3.49
H 4.45 -6.16 2.22
H 3.22 -6.63 5.05
H 2.40 -5.67 3.75
H 4.07 -3.57 6.35
H 3.21 -5.07 6.49
H 2.58 -3.64 5.52
H 6.07 -4.33 5.27
H 6.08 -5.54 4.08
H 6.71 -6.23 6.37
H 5.39 -7.30 5.79
H 5.11 -6.10 7.00
H 5.09 -3.93 2.86
H 4.43 -2.75 4.04
H 2.81 -4.29 1.92
H 3.30 -2.63 2.07
H 1.28 -1.40 2.44
H 0.00 -2.17 3.37
H 0.44 -2.91 1.87
C -4.08 4.43 5.41
C -5.37 4.49 4.54
N -5.60 3.29 3.60
C -5.66 2.03 4.44
C -6.82 3.48 2.71
C -8.20 3.34 3.40
C -4.37 3.09 2.73
C -4.01 4.30 1.81
O -4.94 4.38 0.77
C -4.61 5.30 -0.26
H -3.22 4.49 4.75
H -3.91 3.59 6.08
H -4.03 5.35 6.00
H -5.35 5.28 3.80
H -6.29 4.64 5.10
H -4.73 1.69 4.89
H -6.07 1.18 3.89
H -6.42 2.19 5.21
H -6.85 2.78 1.87
H -6.70 4.44 2.22
H -8.44 2.37 3.83
H -9.00 3.69 2.74
H -8.31 4.08 4.21
H -4.54 2.12 2.27
H -3.52 2.91 3.38
H -3.08 3.97 1.34
H -3.88 5.21 2.39
H -5.18 5.07 -1.15
H -3.53 5.24 -0.44
H -4.75 6.32 0.11
C -1.10 1.04 2.72
F 0.11 0.55 2.66
F -1.22 2.29 2.25
F -1.97 0.21 2.13
S -1.59 1.22 4.57
O -0.38 1.74 5.22
O -2.75 2.19 4.67
O -1.95 -0.14 4.95
C 4.96 3.08 -0.76
F 5.67 3.93 -0.02
F 5.49 3.14 -2.00
F 5.03 1.83 -0.26
S 3.14 3.61 -0.87
O 2.54 3.38 0.45
O 3.22 5.01 -1.30
O 2.63 2.75 -1.95
C 6.20 -4.19 -0.46
F 5.36 -3.58 0.41
F 7.44 -4.08 0.02
F 5.85 -5.50 -0.43
S 6.13 -3.49 -2.23
O 7.24 -4.10 -2.93
O 4.78 -3.84 -2.76
O 6.42 -2.10 -2.02
C 1.20 -2.48 -5.39
F 0.69 -3.63 -5.83
F 2.18 -2.82 -4.52
F 1.71 -1.81 -6.43
S -0.21 -1.39 -4.70
O 0.40 -0.08 -4.43
O -1.21 -1.36 -5.78
O -0.73 -2.02 -3.47
C -6.72 -0.95 -0.76
F -6.68 0.03 -1.67
F -7.34 -2.08 -1.19
F -5.48 -1.32 -0.45
S -7.63 -0.47 0.88
O -8.31 -1.69 1.30
O -6.55 -0.07 1.80
O -8.50 0.70 0.60
C -5.28 2.21 -4.15
F -4.30 3.09 -3.96
F -4.78 0.97 -4.40
F -5.89 2.14 -2.99
S -6.58 2.75 -5.44
O -7.38 1.57 -5.77
O -7.32 3.79 -4.72
O -5.78 3.25 -6.52
```

Entry from OMol25: C27H20F5N2OPS2SeTeV as an isolated structure (the ωB97M-V functional and the def2-TZVPD basis).

Output
Frontier orbital gap (spin up / spin down) in eV: 6.6 / 4.2
Spin multiplicity: 3
Energy relative to the best compared isomer or geometry (same formula, charge and spin) in kJ/mol: 0.00
Net charge: -1
DFT total energy in Eh: -6476.3635
Expectation value of S²: 2.026

XYZ file:
```
61
C27H20F5N2OPS2SeTeV, DFT the ωB97M-V functional and the def2-TZVPD basis
V 1.22 0.32 1.67
S -0.46 2.09 1.69
C 0.24 3.43 0.85
C -0.49 4.63 0.69
C 0.05 5.73 0.00
C -0.72 6.97 -0.02
N -1.35 7.92 -0.11
C 1.37 5.67 -0.51
C 2.13 4.52 -0.33
C 1.55 3.39 0.31
S 2.48 1.91 0.46
C 1.98 6.78 -1.15
N 2.44 7.69 -1.69
H -1.53 4.63 1.03
H 3.14 4.41 -0.80
Se -0.65 -1.25 2.11
C 0.18 -2.92 2.20
C -0.58 -4.12 2.31
C 0.05 -5.29 2.53
C 1.44 -5.42 2.50
C 2.22 -4.28 2.31
C 1.58 -3.04 2.20
H -1.64 -4.14 2.28
H -0.57 -6.20 2.57
H 1.88 -6.36 2.62
H 3.27 -4.36 2.26
H 2.21 -2.19 2.15
F 3.00 -2.13 7.00
Te 2.75 -1.40 5.37
F 1.83 -0.07 6.37
F 4.24 -0.30 5.55
F 3.96 -2.76 4.86
F 1.93 -0.97 0.46
O 1.94 0.19 3.05
C 1.19 -0.25 -2.41
P -0.35 -0.07 -1.42
C -1.46 1.00 -2.41
C -2.42 0.62 -3.34
C -3.24 1.56 -3.93
C -3.02 2.92 -3.69
C -2.01 3.35 -2.85
C -1.26 2.38 -2.17
C -1.11 -1.76 -1.51
C -0.47 -2.88 -2.01
C -1.07 -4.12 -1.99
C -2.38 -4.24 -1.56
C -3.04 -3.13 -1.01
C -2.38 -1.90 -0.95
H 1.04 -0.67 -3.38
H 1.89 -0.84 -1.86
H 1.55 0.78 -2.55
H -2.54 -0.46 -3.46
H -4.11 1.23 -4.51
H -3.64 3.61 -4.19
H -1.88 4.37 -2.64
H -0.60 2.66 -1.40
H 0.57 -2.79 -2.29
H -0.50 -5.02 -2.28
H -2.92 -5.20 -1.69
H -4.09 -3.28 -0.76
H -2.83 -1.01 -0.53
```